1.
This record from OMol25 describes C8H16N2O3S in the gas phase at a distorted geometry. The level of theory is ωB97M-V/def2-TZVPD.

```
30
Properties=species:S:1:pos:R:3:forces:R:3
C 1.38486 0.71732 -0.14051 -1.5 1.8 -0.1
C -0.06106 0.36535 0.32209 2.2 -0.9 1.2
C 2.17224 -0.45914 -0.45403 1.7 -4.5 -2.3
C 3.54525 -0.01759 -0.95267 3.8 1.1 -0.3
C 2.29216 -1.57065 0.64663 -1.0 1.8 2.4
C -2.34112 0.17498 -0.67672 0.5 -2.0 1.3
C -2.66287 1.57003 -0.11691 -1.5 -0.5 -1.0
C -2.84152 -1.02440 0.29010 0.5 3.5 -0.6
H 1.45115 2.33706 1.02336 2.0 -2.2 0.7
H 2.27964 0.79544 1.75278 -1.1 2.9 -2.6
H 1.27796 1.30713 -1.09453 0.4 -0.1 0.8
H 1.79298 -1.09562 -1.28141 -0.6 0.9 0.0
H 3.73564 0.34162 -2.12734 -1.1 -1.1 3.0
H 4.35386 -0.89096 -0.76108 -1.8 2.1 -0.5
H 3.82714 0.93590 -0.28161 -0.1 -2.3 -1.7
H 3.00202 -2.39896 0.42933 -0.3 1.0 0.1
H 2.60556 -0.92041 1.62970 -0.6 -2.5 -1.9
H 1.25470 -2.06757 0.82907 1.8 1.0 -0.1
H -0.48449 0.59564 -1.51265 0.4 0.8 -1.8
H -2.94499 -0.09185 -1.60896 1.5 0.9 0.6
H -2.67711 -0.73281 1.33985 0.1 -0.3 -0.5
H -2.31727 -1.89779 0.00627 0.4 -0.9 -0.2
H -4.65562 -1.92130 1.07077 -0.9 0.8 -1.2
H -4.67057 1.05213 -0.02226 2.9 1.8 1.0
N 2.12461 1.48646 0.85703 -1.8 0.4 2.0
N -0.86061 0.07867 -0.78037 -1.9 -0.6 1.8
O -0.18382 0.19500 1.53509 -1.7 0.1 -1.8
O -1.87310 2.45988 -0.08441 0.7 0.2 0.3
O -3.93342 1.78534 0.23855 -2.4 -1.2 -0.5
S -4.59223 -1.10887 -0.07518 -0.3 -2.2 1.8
```
Positions in Å, forces in eV/Å.

Summary:
* electronic energy: -1047.76344 hartree
* spin multiplicity: 1
* frontier orbital gap: 9.35 eV
* highest occupied orbital energy: -9.15 eV
* ΔE to the lowest compared entry with this formula, charge and spin: 85.0 kcal/mol

natural (NBO) population analysis, charges in e, atoms 1 to 2:
1 C -0.155
2 C 0.704



2.
This record from OMol25 describes a molecular structure, C35H33ClIrN4Si2 at a distorted geometry. The level of theory is ωB97M-V/def2-TZVPD.

```
76
Properties=species:S:1:pos:R:3:forces:R:3
C -3.03331 2.45148 1.30984 -0.4 -0.1 0.4
C -2.07789 1.52838 1.75387 0.3 0.4 0.4
C -1.01646 1.45476 0.77097 0.8 2.6 0.7
H -2.01111 1.00711 2.71438 -0.3 0.3 -0.4
C -1.44663 2.34592 -0.37757 1.2 0.4 2.0
C -2.69513 2.94320 0.03887 0.2 0.5 -0.1
H -3.22149 3.71138 -0.53213 0.1 -0.4 0.3
H -3.88929 2.77127 1.90756 0.2 -0.1 -0.3
H 0.01802 1.26914 1.07049 -0.4 0.2 -0.1
H -0.74701 2.72742 -1.10963 -0.2 0.2 0.0
Ir -1.84654 0.37332 -0.64438 -2.0 -3.1 -1.6
Si -1.28536 -2.49797 -2.05202 -1.1 0.7 2.0
C -0.94057 -3.00460 -0.26877 -0.2 -0.3 -0.2
C -0.95534 -4.35853 0.11406 0.0 -0.2 -0.1
H -1.14542 -5.10288 -0.66674 0.1 0.0 0.5
C -0.73158 -4.75351 1.44188 0.0 0.1 -0.5
H -0.76092 -5.82004 1.70545 0.0 0.6 -0.1
C -0.42890 -3.78082 2.40257 0.1 -0.2 -0.3
H -0.19463 -4.08984 3.42243 -0.1 0.2 -0.3
C -0.39132 -2.43474 2.03622 -0.2 0.0 0.3
H -0.10423 -1.69025 2.78887 -0.2 -0.2 -0.4
C -0.71388 -2.07069 0.73133 0.6 0.5 0.2
H -0.70559 -0.97192 0.48969 0.4 -0.8 0.2
C 2.10618 2.17180 0.57151 -0.8 -0.1 -0.1
C 2.72240 2.43413 1.80793 -0.5 0.5 -0.2
H 3.01168 1.61244 2.45821 0.1 0.3 -0.1
C 2.91805 3.76701 2.22176 0.0 -0.1 -0.1
H 3.38037 3.98697 3.18702 -0.1 -0.2 -0.3
C 2.51894 4.83853 1.41607 0.0 -0.3 -0.1
H 2.68677 5.87260 1.73215 -0.1 -0.5 0.0
C 1.91942 4.58083 0.17946 -0.1 -0.3 0.0
H 1.57623 5.39534 -0.46040 0.2 -0.2 0.2
C 1.71554 3.26197 -0.23246 0.0 0.3 0.3
H 1.22934 3.10259 -1.20716 0.4 0.0 0.4
H -1.22295 -0.83497 -1.90534 0.3 -0.8 -0.4
Si 1.76647 0.45629 -0.29572 4.1 0.0 0.6
C 3.36578 0.61296 -1.37553 -0.7 0.1 -0.9
C 4.65013 0.35254 -0.87097 0.2 0.0 -0.2
H 4.75675 -0.18268 0.07293 0.1 0.2 -0.2
C 5.79696 0.74841 -1.58437 -0.4 0.0 0.1
H 6.78954 0.54766 -1.18160 -0.3 0.0 0.0
C 5.67738 1.40476 -2.81497 -0.4 -0.1 0.1
H 6.56090 1.72799 -3.37012 -0.3 -0.1 0.2
C 4.40192 1.61709 -3.34579 -0.3 -0.1 0.1
H 4.27219 2.09227 -4.31818 0.1 -0.1 0.2
C 3.26190 1.21194 -2.63594 0.7 0.1 -0.1
H 2.27529 1.36276 -3.06766 0.1 0.1 -0.1
C 2.34337 -1.13681 0.62477 -0.5 0.2 0.1
C 2.83856 -1.26779 1.93200 -0.1 -0.3 0.0
H 2.85676 -0.41595 2.61236 -0.1 -0.2 -0.2
C 3.33502 -2.49883 2.38927 0.0 0.1 0.0
H 3.71787 -2.58698 3.40745 -0.1 0.1 -0.3
C 3.32620 -3.62397 1.56667 -0.3 0.1 0.0
H 3.67507 -4.59429 1.93543 -0.1 0.4 -0.1
C 2.81695 -3.50748 0.27209 0.1 0.0 -0.1
H 2.76821 -4.38230 -0.37771 0.1 0.2 0.1
C 2.37382 -2.27452 -0.19976 0.0 -0.3 0.3
H 2.04276 -2.22139 -1.23701 0.0 0.1 0.1
H -0.50896 -2.97711 -3.14173 0.7 -0.1 -0.6
Cl -3.26461 -2.82320 -2.48116 0.2 0.0 -0.1
N -5.62129 -1.13774 0.55492 1.3 0.4 -0.7
C -4.96385 -1.66529 1.66312 0.0 0.5 -0.6
C -3.63972 -1.36593 1.52030 -0.5 0.0 -0.7
N -3.46302 -0.71284 0.31069 -1.0 -0.4 0.5
C -4.66541 -0.56531 -0.25171 -0.1 -1.1 1.9
C -4.72565 0.25792 -1.41122 0.1 1.7 -1.5
N -3.56605 0.78597 -1.84367 -1.5 0.2 -1.1
C -3.87701 1.70878 -2.84165 -0.5 -0.7 0.7
C -5.23736 1.74666 -2.98731 0.4 -0.3 0.4
N -5.76383 0.82935 -2.09228 0.9 -0.4 0.5
H -6.60693 -1.18581 0.32743 0.2 -0.2 0.3
H -5.48092 -2.18997 2.43984 -0.2 -0.1 0.1
H -2.81484 -1.59442 2.17096 -0.1 -0.1 0.0
H -3.10713 2.26507 -3.34546 0.0 0.0 -0.1
H -5.85739 2.35500 -3.61608 -0.1 0.0 -0.1
H -6.74322 0.63038 -1.92859 0.2 0.1 -0.2
```
Positions in Å, forces in eV/Å.

Summary:
* electronic energy: -2715.34031 hartree
* spin multiplicity: 6
* frontier orbital gap (spin up / spin down): 6.20 / 4.01 eV
* highest occupied orbital energy (spin up / spin down): -12.30 / -12.59 eV
* ΔE to the lowest compared entry with this formula, charge and spin: 0.0 kcal/mol
* net charge: +2

Mulliken population analysis, charges in e, atoms 1 to 2:
1 C -0.458
2 C -1.200



3.
This record from OMol25 describes 5 unconnected molecules or ions with the total composition C40H81IN4O4S at a distorted geometry. The level of theory is ωB97M-V/def2-TZVPD.

```
131
Properties=species:S:1:pos:R:3:forces:R:3
C 3.80319 2.55739 -0.56060 1.1 0.1 0.0
C 3.90230 1.09326 -1.15815 -0.3 1.2 -0.9
I 4.80900 -0.17960 0.34497 -0.1 0.1 -0.4
C 2.56320 0.54775 -1.78219 0.0 0.7 0.7
C 1.54461 -0.03298 -0.75993 -1.1 -1.6 -0.7
O 0.57008 0.88298 -0.15858 -0.7 -1.4 0.8
C -0.38676 0.00385 0.38856 -0.6 -0.6 0.0
O -1.08538 0.14017 1.36071 1.5 0.4 -1.9
O -0.46596 -1.17742 -0.39894 1.6 1.4 0.4
C 0.55991 -1.06183 -1.42926 -0.8 0.6 -1.1
S -0.30516 -0.32352 -2.95459 -0.3 0.2 0.4
C 1.10059 -2.40844 -2.03108 0.4 -1.0 0.9
C 2.51548 -2.86212 -1.50382 -0.7 -0.8 1.9
C 2.36768 -3.48093 -0.04355 1.2 0.3 -0.8
O 3.06158 -3.93800 -2.29677 0.1 1.1 -0.3
C 3.94659 -3.44479 -3.30458 1.3 -0.4 -0.1
C 5.35454 -3.00334 -2.73628 0.6 1.7 0.1
C 5.78434 -1.64340 -3.12557 1.4 -0.9 1.3
C 7.04423 -1.07726 -2.64523 -1.2 -3.0 0.7
C 7.84748 -1.92778 -1.75317 -1.1 -0.3 -0.7
C 7.44927 -3.28656 -1.37311 -1.7 0.9 -1.2
C 6.17313 -3.83909 -1.86606 0.6 2.5 -0.8
H 2.99761 3.18195 -1.02636 0.5 -0.8 0.5
H 3.77446 2.57662 0.56546 -0.4 0.0 -1.2
H 4.77724 3.06842 -0.82554 -1.0 -0.5 0.3
H 4.64499 1.15549 -2.00473 -0.7 -0.4 1.0
H 2.80030 -0.19170 -2.59981 -0.4 0.5 1.1
H 2.05993 1.41101 -2.30722 0.5 -0.8 0.6
H 1.90946 -0.59193 0.14126 0.7 0.6 -1.0
H -1.45396 0.21201 -2.43250 0.8 -0.2 0.1
H 1.10006 -2.44194 -3.15398 0.0 0.5 1.1
H 0.37087 -3.21081 -1.70999 0.7 0.9 -0.4
H 3.24351 -2.01791 -1.39216 -0.5 -0.7 -0.5
H 2.04051 -2.68164 0.66872 0.1 -0.9 -0.4
H 3.41126 -3.81734 0.22940 -1.1 0.4 0.0
H 1.71752 -4.39155 -0.04442 0.3 1.0 0.0
H 3.46074 -2.59157 -3.86001 0.6 -0.7 0.4
H 4.17518 -4.28486 -4.02408 -0.7 0.8 0.7
H 5.13507 -1.00940 -3.78428 0.6 -0.8 0.7
H 7.32186 -0.04099 -2.93256 0.0 -1.0 0.4
H 8.79378 -1.48777 -1.36200 -0.8 -0.6 -0.3
H 8.06427 -3.92095 -0.68445 -0.5 0.9 -0.8
H 5.78977 -4.85009 -1.60003 0.5 0.9 -0.1
C -4.48873 3.93461 -4.66149 -0.1 0.0 0.0
C -3.91687 3.18835 -3.46335 -0.1 0.1 -0.1
N -3.36335 4.06404 -2.44280 0.4 0.1 0.1
C -2.56121 3.36012 -1.44919 0.2 -0.1 -0.2
C -3.26506 2.33843 -0.56081 0.1 -0.1 0.3
C -4.26180 5.08052 -1.91382 -0.2 0.2 -0.3
C -5.57410 4.61314 -1.28112 -0.1 0.1 0.2
H -3.74831 4.61268 -5.09224 0.0 0.0 0.1
H -4.77982 3.22200 -5.43693 0.0 0.0 0.1
H -5.37787 4.51104 -4.39874 0.0 0.0 0.0
H -3.11714 2.54183 -3.83959 0.1 0.0 0.2
H -4.69125 2.52246 -3.05758 -0.1 -0.1 -0.1
H -2.05060 4.09325 -0.81772 -0.1 0.1 0.0
H -1.75186 2.83616 -1.97290 -0.1 0.1 -0.2
H -3.87624 2.82301 0.19968 -0.1 -0.1 0.0
H -2.52057 1.74008 -0.03068 0.0 0.1 0.0
H -3.88930 1.64455 -1.12715 0.0 0.1 0.0
H -4.50638 5.77374 -2.72495 0.0 -0.1 -0.1
H -3.72134 5.69799 -1.18972 0.1 -0.2 0.0
H -6.08604 3.86125 -1.88504 0.0 0.0 0.0
H -6.25416 5.46370 -1.18159 0.0 0.0 0.0
H -5.42191 4.21066 -0.27962 0.0 -0.1 -0.1
C -12.99081 3.28894 0.38308 0.0 0.0 0.1
C -11.97002 3.21560 -0.74480 -0.1 0.0 0.1
N -10.66194 3.73602 -0.37974 0.3 0.3 -0.1
C -9.78047 3.94031 -1.52257 -0.1 0.1 -0.2
C -9.35291 2.70535 -2.31843 0.2 0.0 -0.1
C -10.03671 3.13664 0.79144 -0.2 0.0 0.3
C -9.80559 1.62391 0.78263 0.2 -0.1 0.1
H -13.07300 4.30602 0.77332 0.1 -0.1 0.0
H -13.97485 2.99345 0.01144 0.1 0.0 0.0
H -12.73950 2.61880 1.20736 0.0 0.0 0.0
H -12.36398 3.81215 -1.57364 0.2 0.0 -0.1
H -11.91389 2.17928 -1.10573 -0.1 -0.1 0.0
H -8.88522 4.47806 -1.19595 0.0 -0.1 0.2
H -10.28227 4.62855 -2.21268 -0.1 -0.1 0.1
H -8.60969 2.11679 -1.78134 -0.1 -0.1 0.0
H -8.88864 3.01931 -3.25743 0.0 0.0 0.0
H -10.19607 2.06195 -2.57420 0.0 0.0 0.0
H -10.64958 3.37923 1.66533 -0.1 0.0 -0.1
H -9.08349 3.63779 0.98675 0.0 0.1 -0.2
H -10.67794 1.06941 0.43230 0.0 0.0 0.0
H -9.59315 1.28141 1.79884 0.0 0.0 0.0
H -8.94810 1.34690 0.16956 -0.1 -0.1 0.0
C 3.71206 -7.08476 0.29276 -0.1 0.0 0.0
C 4.98780 -7.87416 0.03092 -0.2 0.0 0.1
N 5.88700 -7.92192 1.17302 0.4 0.1 0.1
C 7.21884 -8.41369 0.84112 0.1 0.1 -0.2
C 7.34341 -9.85942 0.35625 0.2 -0.1 0.0
C 5.32193 -8.43662 2.41300 -0.3 0.2 0.1
C 4.72539 -9.84572 2.39539 0.0 -0.2 0.2
H 3.93923 -6.07787 0.64966 0.0 -0.1 0.0
H 3.13914 -6.98899 -0.63287 0.0 0.0 0.0
H 3.06849 -7.57701 1.02458 0.0 0.0 0.0
H 5.50470 -7.38288 -0.80015 0.2 -0.1 0.1
H 4.71712 -8.87903 -0.32126 -0.1 0.0 -0.1
H 7.87917 -8.27069 1.70168 -0.2 0.0 0.1
H 7.63023 -7.76076 0.06220 -0.2 0.0 0.0
H 7.22636 -10.57029 1.17331 -0.1 0.0 -0.1
H 8.34109 -10.01946 -0.06112 0.0 0.0 0.0
H 6.62313 -10.09950 -0.42722 0.0 0.0 0.0
H 4.54169 -7.74403 2.74405 0.0 0.0 -0.1
H 6.07803 -8.38359 3.20245 0.1 0.0 -0.2
H 4.08446 -10.01792 1.52898 0.0 0.0 0.0
H 4.10878 -9.99192 3.28616 0.0 0.0 0.0
H 5.49747 -10.61468 2.41519 -0.1 0.0 -0.1
C 2.99107 2.08308 3.73968 -0.1 0.0 -0.1
C 3.25342 3.22277 4.71406 -0.1 -0.1 -0.1
N 3.30004 4.52999 4.07754 0.2 0.3 -0.1
C 3.83622 5.57557 4.94043 0.2 -0.1 0.1
C 3.04621 5.93252 6.20116 0.0 0.2 0.1
C 2.12911 4.90423 3.29553 -0.1 -0.2 -0.2
C 0.77287 4.92301 4.00370 -0.2 0.1 0.0
H 3.71491 2.09103 2.92085 0.0 0.0 0.0
H 3.08311 1.12474 4.25632 0.0 0.1 0.0
H 1.98542 2.12927 3.31642 0.0 0.0 0.0
H 4.22273 3.02779 5.18376 0.0 0.3 0.0
H 2.50469 3.18274 5.51712 0.0 -0.1 0.1
H 3.99084 6.48394 4.35041 -0.1 -0.1 -0.1
H 4.84233 5.26883 5.24913 -0.1 -0.1 0.0
H 2.15248 6.50976 5.96718 0.0 -0.1 0.0
H 3.66308 6.55610 6.85376 0.0 0.0 0.0
H 2.75742 5.05091 6.77524 0.0 0.0 -0.1
H 2.05559 4.21923 2.44446 0.0 -0.1 0.1
H 2.30078 5.88287 2.83628 0.2 0.0 0.2
H 0.61041 4.03719 4.61997 0.0 0.0 0.0
H -0.02714 4.94818 3.25909 0.0 0.0 0.0
H 0.65227 5.80821 4.62812 0.0 -0.1 0.1
```
Positions in Å, forces in eV/Å.

Summary:
* electronic energy: -2788.42396 hartree
* spin multiplicity: 1
* frontier orbital gap: 8.37 eV
* highest occupied orbital energy: -8.05 eV

Mulliken population analysis, charges in e, atoms 1 to 2:
1 C -0.771
2 C -0.389



4.
This record from OMol25 describes C5H9N3Si in the gas phase at a distorted geometry. The level of theory is ωB97M-V/def2-TZVPD.

```
18
Properties=species:S:1:pos:R:3:forces:R:3
C -0.95937 1.00202 0.01809 -1.9 3.0 -1.1
C -0.67545 -1.42504 0.46128 0.0 2.3 1.2
C 1.42944 0.46340 -0.64708 1.6 -0.7 -2.1
C -1.14751 -0.05067 0.98034 0.7 -1.4 0.4
C 0.43973 1.44048 -0.19337 0.1 1.7 1.9
N -2.00914 1.67351 -0.31122 0.9 0.6 -0.1
N -1.61727 -2.22982 0.60317 -0.4 -4.2 -0.3
N 2.26835 1.04066 -1.45757 -1.5 -0.8 1.3
Si 1.13533 -1.48265 -0.17443 -1.5 1.6 0.4
H -0.50193 0.24493 1.80686 0.1 -0.2 0.4
H -2.17009 -0.06867 1.33228 -0.1 -0.3 -0.1
H 0.62467 2.34727 -0.79436 -0.6 -0.4 0.1
H 0.69551 1.75296 0.86174 0.2 -0.2 -0.7
H -1.81035 2.59285 -0.78313 0.1 -1.4 0.1
H -1.39864 -3.27070 0.39532 -0.1 2.0 -0.1
H 2.90878 0.41808 -1.87870 1.1 -1.1 -0.4
H 1.91610 -1.96385 0.93386 0.7 -0.1 0.4
H 0.87185 -2.48476 -1.15309 0.7 -0.5 -1.2
```
Positions in Å, forces in eV/Å.

Summary:
* electronic energy: -649.58105 hartree
* spin multiplicity: 1
* frontier orbital gap: 9.34 eV
* highest occupied orbital energy: -9.13 eV
* ΔE to the lowest compared entry with this formula, charge and spin: 55.4 kcal/mol

natural (NBO) population analysis, charges in e, atoms 1 to 2:
1 C 0.309
2 C -0.043